Computed, not measured: an isolated molecule of C2H3N3, with ωB97M-V/def2-TZVPD.

The geometry in ORCA input format:
```
! wB97M-V def2-TZVPD RIJCOSX def2/J DEFGRID3
* xyz 0 1
N -1.038 -0.051 0.162
C 0.011 0.771 -0.059
C 1.072 -0.090 -0.159
N 0.613 -1.363 -0.003
N -0.666 -1.332 0.194
H -2.005 0.177 0.342
H -0.082 1.842 -0.154
H 2.120 0.128 -0.317
*
```

- Molar mass: 69.1 g mol⁻¹
- Energy: -242.2444 Ha
- Frontier orbital gap: 10.85 eV
- Lowest unoccupied orbital energy: 0.87 eV